No. 1
Here is a cluster of 2 separate species, C6H15N3 in total from the OMol25 dataset. Energies are from ωB97M-V with the def2-TZVPD basis set.

XYZ file:
```
24
C6H15N3 ωB97M-V with the def2-TZVPD basis set
H -2.2022 0.0449 1.5149
N -1.2160 0.2835 1.5273
C -0.8111 0.8393 0.4474
C -1.6831 1.1117 -0.7559
N 0.4682 1.2857 0.3738
C 1.3715 1.0515 1.4758
C 1.0941 1.6269 -0.8808
H -1.7362 2.1848 -0.9533
H -1.2792 0.6094 -1.6367
H -2.6876 0.7420 -0.5798
H 1.7964 1.9972 1.8187
H 0.8077 0.5968 2.2807
H 2.1808 0.3851 1.1771
H 0.4951 2.3338 -1.4485
H 1.2699 0.7354 -1.4899
H 2.0559 2.0961 -0.6628
C -0.4652 -2.0953 -1.4732
N 0.3416 -1.6664 -0.6208
C 0.4402 -2.2971 0.6546
H -1.1195 -2.9686 -1.3317
H -0.5330 -1.5964 -2.4274
H -0.0185 -1.6216 1.3813
H 1.4927 -2.4088 0.9123
H -0.0626 -3.2701 0.6970
```

## Properties
HOMO energy = -8.17 eV
E = -10934.466 eV
LUMO = 1.0 eV
total charge = 0
SMILES string = [H]/N=C(\C)N(C)C.C=NC
energy relative to the best compared isomer or geometry (same formula, charge and spin) = 139.31 kJ/mol

***

No. 2
Here is a structure of composition C18H21Cl3N2O8S6Sc at a distorted geometry from the OMol25 dataset. Energies are from ωB97M-V with the def2-TZVPD basis set.

XYZ file:
```
59
C18H21Cl3N2O8S6Sc ωB97M-V with the def2-TZVPD basis set
Sc -0.4123 -0.1147 -0.3834
C 3.1882 0.9179 -0.7871
O 2.2954 0.2465 0.0894
C 2.9303 -0.2057 1.2788
C 2.0889 0.1894 2.4825
O 0.8588 -0.4842 2.5175
C 0.9115 -1.7107 3.2271
H 3.8972 1.5251 -0.2153
H 2.6097 1.5807 -1.4168
H 3.7368 0.2021 -1.4026
H 3.9106 0.2688 1.3777
H 3.0676 -1.2918 1.2328
H 1.8601 1.2555 2.4000
H 2.6485 0.0106 3.4094
H 1.1461 -1.5242 4.2817
H 1.6528 -2.4006 2.8143
H -0.0613 -2.1826 3.1469
O -0.8139 3.4526 -2.1898
S 0.0765 3.1008 -1.1224
O 1.3961 3.6847 -1.1861
O 0.1932 1.6251 -0.8906
C -0.7078 3.8212 0.3235
C -0.2992 5.1098 0.6378
C -0.9701 5.8373 1.6069
C -2.0664 5.2865 2.2559
C -2.4724 3.9979 1.9534
C -1.7953 3.2668 0.9874
S -2.3160 1.5817 0.7411
O -2.4111 1.2787 -0.6807
O -3.5384 1.4237 1.4831
O -1.1968 0.7593 1.2845
H 0.5487 5.5128 0.1009
H -0.6394 6.8360 1.8608
H -2.6001 5.8582 3.0039
H -3.3098 3.5234 2.4458
S 0.9486 -1.4487 -2.3963
S 1.7969 -0.1824 -3.6636
S 0.2219 1.1730 -4.2258
S -1.3608 0.4878 -3.3505
C -6.7588 -2.0284 -1.1070
C -5.2733 -1.8639 -0.9776
C -4.4270 -1.9255 -2.0773
C -3.0703 -1.7212 -1.9081
N -2.5100 -1.4655 -0.7257
C -3.3170 -1.4567 0.3402
C -4.6822 -1.6359 0.2587
H -7.0294 -2.4465 -2.0752
H -7.2412 -1.0536 -1.0085
H -7.1480 -2.6728 -0.3188
H -4.8139 -2.1282 -3.0675
H -2.3938 -1.7843 -2.7513
H -2.8434 -1.3040 1.3021
H -5.2790 -1.5848 1.1601
Cl -0.2359 -5.3310 2.3729
C -0.5039 -4.6271 -0.0010
Cl 0.6186 -5.6793 -0.7585
Cl -2.1792 -4.9875 -0.2565
C -0.2207 -3.2802 0.0735
N -0.0067 -2.1452 0.2066
```

## Properties
HOMO energy (spin up / spin down) = -4.54 / -4.81 eV
E = -161651.152 eV
LUMO (spin up / spin down) = 1.5 / 1.2 eV
total charge = -1
energy relative to the best compared isomer or geometry (same formula, charge and spin) = 168.91 kJ/mol

***

No. 3
Here is a structure of composition C49H59HfN4PS2SiTe from the OMol25 dataset. Energies are from ωB97M-V with the def2-TZVPD basis set.

XYZ file:
```
118
C49H59HfN4PS2SiTe ωB97M-V with the def2-TZVPD basis set
Hf -0.4095 -0.5016 0.8494
N -1.2005 -4.2250 1.9618
C -2.5528 -3.8593 2.1499
C -3.5529 -4.5103 2.8319
C -4.8367 -3.9521 2.8056
C -5.0849 -2.7847 2.1025
C -4.0583 -2.1303 1.4117
C -2.7952 -2.6776 1.4503
N -1.6099 -2.2265 0.8581
C -0.5550 -3.1021 1.3507
C 0.4501 -3.3996 0.2765
C 1.0178 -4.5577 -0.1111
S 2.1446 -4.2436 -1.3666
C 1.7550 -2.5949 -1.3165
N 0.8705 -2.2755 -0.4161
H -0.7078 -4.6357 2.7397
H -3.3554 -5.4270 3.3736
H -5.6416 -4.4427 3.3364
H -6.0819 -2.3640 2.0939
H -4.2432 -1.2081 0.8762
H 0.8351 -5.5474 0.2714
H 2.1955 -1.8875 -2.0047
C -1.0265 0.9403 -0.7828
Si -1.3904 0.8115 -2.5870
C -2.5315 -0.6620 -2.8593
N -1.9152 -1.9261 -2.4598
C -0.9471 -2.3685 -3.4784
C -0.8885 -3.8837 -3.5628
C -2.2283 -4.4242 -4.0686
C -3.4041 -3.7338 -3.3424
C -2.8903 -2.9706 -2.1280
C 0.1626 0.7548 -3.6294
C 1.4229 0.8670 -3.0433
C 2.5810 0.9294 -3.8137
C 2.4887 0.8714 -5.1963
C 1.2422 0.7549 -5.8033
C 0.0940 0.7059 -5.0264
C -2.3350 2.3378 -3.1456
C -1.6681 3.4528 -3.6632
C -2.3509 4.6184 -3.9877
C -3.7244 4.6923 -3.8022
C -4.4100 3.5988 -3.2913
C -3.7192 2.4383 -2.9663
H -2.0546 1.1002 -0.3928
H -0.5416 1.9055 -0.6033
H -2.9301 -0.7084 -3.8891
H -3.3861 -0.4562 -2.2036
H 0.0361 -1.9404 -3.2715
H -1.2368 -1.9850 -4.4724
H -0.6549 -4.2957 -2.5785
H -0.0795 -4.1806 -4.2335
H -2.2730 -5.5073 -3.9417
H -2.2933 -4.2315 -5.1424
H -4.1501 -4.4625 -3.0191
H -3.9184 -3.0437 -4.0166
H -2.4295 -3.6681 -1.4229
H -3.7069 -2.4987 -1.5813
H 1.5003 0.9200 -1.9625
H 3.5466 1.0331 -3.3332
H 3.3843 0.9238 -5.8030
H 1.1675 0.7133 -6.8830
H -0.8717 0.6320 -5.5170
H -0.5950 3.4119 -3.8216
H -1.8110 5.4684 -4.3868
H -4.2590 5.5994 -4.0550
H -5.4814 3.6514 -3.1420
H -4.2783 1.5997 -2.5645
S 0.5255 -2.0748 2.6089
Te -2.1599 1.0933 2.4056
C -2.0498 0.8344 4.4822
C -1.4045 1.7825 5.2684
C -1.4430 1.6783 6.6544
C -2.1304 0.6349 7.2591
C -2.7806 -0.3077 6.4736
C -2.7433 -0.2117 5.0876
H -0.8939 2.6141 4.8045
H -0.9384 2.4209 7.2607
H -2.1650 0.5601 8.3387
H -3.3231 -1.1219 6.9381
H -3.2413 -0.9564 4.4784
C 3.5064 4.1217 1.2833
C 2.2597 3.2526 1.0681
C 1.9234 3.3803 -0.4233
C 1.1004 3.8023 1.9057
P 2.4106 1.4082 1.4123
C 3.8981 0.9338 0.4548
C 5.1875 1.4373 0.6533
C 6.2484 0.9993 -0.1234
C 6.0508 0.0438 -1.1136
C 4.7822 -0.4730 -1.3169
C 3.7247 -0.0241 -0.5348
C 2.9210 1.0835 3.2012
C 1.6462 1.0448 4.0429
C 3.8712 2.0783 3.8722
C 3.5843 -0.3002 3.2218
H 3.2135 5.1611 1.1031
H 4.2909 3.8840 0.5658
H 3.9225 4.0727 2.2843
H 1.7419 4.4341 -0.6538
H 1.0351 2.8230 -0.7080
H 2.7518 3.0380 -1.0486
H 0.8260 4.7916 1.5279
H 1.3864 3.9185 2.9535
H 0.2113 3.1701 1.8649
H 5.3773 2.1696 1.4237
H 7.2374 1.4050 0.0477
H 6.8833 -0.2963 -1.7161
H 4.6161 -1.2199 -2.0845
H 2.7342 -0.4255 -0.6792
H 1.1774 2.0242 4.0896
H 1.9016 0.7468 5.0646
H 0.9053 0.3366 3.6742
H 3.4478 3.0794 3.9374
H 4.8503 2.1329 3.3964
H 4.0325 1.7356 4.8991
H 2.9669 -1.0673 2.7540
H 3.7394 -0.5909 4.2653
H 4.5554 -0.2900 2.7252
```

## Properties
HOMO energy = -7.03 eV
E = -105170.697 eV
LUMO = 0.1 eV
total charge = 0
energy relative to the best compared isomer or geometry (same formula, charge and spin) = 83.64 kJ/mol

***

No. 4
Here is the molecule C3H7N3S at a distorted geometry from the OMol25 dataset. Energies are from ωB97M-V with the def2-TZVPD basis set.

XYZ file:
```
14
C3H7N3S ωB97M-V with the def2-TZVPD basis set
H -1.6091 1.5934 1.1837
N -1.5100 0.7215 1.7210
C -0.9943 -0.2150 1.0618
N -0.4551 -0.2623 -0.2369
C -0.7794 0.6492 -1.2537
N -1.7759 1.4215 -1.3191
H -2.4794 1.1433 -0.6544
S 0.6776 -1.4850 -0.6262
C 2.2055 -0.8006 0.0915
H -0.8933 -1.1805 1.4413
H 0.0135 0.6119 -1.9995
H 2.0551 -0.7133 1.1521
H 3.0226 -1.5816 -0.1019
H 2.5219 0.0975 -0.4595
```

## Properties
HOMO energy = -9.46 eV
E = -18528.728 eV
LUMO = 0.6 eV
total charge = 0
SMILES string = [H]/N=C\N(/C=N\[H])SC
energy relative to the best compared isomer or geometry (same formula, charge and spin) = 168.17 kJ/mol

***

No. 5
Here is a cluster of 2 separate species, C3H3ClO2 in total at a distorted geometry from the OMol25 dataset. Energies are from ωB97M-V with the def2-TZVPD basis set.

XYZ file:
```
9
C3H3ClO2 ωB97M-V with the def2-TZVPD basis set
O 3.4636 1.4369 0.5097
C 2.7713 0.4131 0.5159
O 1.4758 0.3450 0.8191
Cl 3.3815 -1.1176 0.0797
H 0.8835 1.1767 0.8545
C -0.8840 -0.4255 -1.1730
C -1.5404 -1.1941 -0.5498
H -0.3126 0.3120 -1.7138
H -2.0712 -2.0288 0.0070
```

## Properties
HOMO energy = -10.91 eV
E = -19774.582 eV
LUMO = 0.4 eV
total charge = 0
SMILES string = O=C(O)Cl.C#C
energy relative to the best compared isomer or geometry (same formula, charge and spin) = 203.35 kJ/mol

***

No. 6
Here is the molecule C4H7NO from the OMol25 dataset. Energies are from ωB97M-V with the def2-TZVPD basis set.

XYZ file:
```
13
C4H7NO ωB97M-V with the def2-TZVPD basis set
C 1.5860 -0.0312 0.4693
C 0.3566 -0.1113 -0.4218
C -0.8961 -0.8574 0.1046
N -1.6804 0.3185 -0.2662
C -0.5880 1.1059 -0.5401
O -0.4649 2.2818 -0.7745
H 2.1582 0.8798 0.2682
H 1.3138 -0.0321 1.5308
H 2.2436 -0.8892 0.2921
H 0.6295 -0.4453 -1.4287
H -0.8604 -1.0275 1.1878
H -1.1776 -1.7801 -0.4099
H -2.6201 0.5882 -0.0116
```

## Properties
HOMO energy = -9.72 eV
E = -7798.825 eV
LUMO = 1.0 eV
total charge = 0
SMILES string = C[C@H]1CNC1=O
energy relative to the best compared isomer or geometry (same formula, charge and spin) = 79.10 kJ/mol

***

No. 7
Here is a cluster of 2 separate species, C3H11N2O in total from the OMol25 dataset. Energies are from ωB97M-V with the def2-TZVPD basis set.

XYZ file:
```
17
C3H11N2O ωB97M-V with the def2-TZVPD basis set
C 0.0593 -3.2574 -0.2488
C 0.8163 -1.9527 -0.0113
N 0.5895 -0.9938 -1.1071
H 0.4430 -3.7718 -1.1304
H 0.1373 -3.9442 0.5956
H -0.9932 -3.0326 -0.4014
H 0.4766 -1.4853 0.9160
H 1.8852 -2.1681 0.1124
H 0.3191 -0.1031 -0.6446
H 1.4657 -0.8154 -1.5793
N -1.3670 2.9610 0.1342
C -0.0834 2.4180 0.6793
O 0.0409 1.0894 0.6468
H -1.4434 2.6214 -0.8199
H -2.1051 2.4753 0.6370
H 0.7023 2.9580 0.0951
H -0.0412 2.8404 1.7118
```

## Properties
HOMO energy = -2.91 eV
E = -8317.073 eV
LUMO = 4.2 eV
total charge = -1
energy relative to the best compared isomer or geometry (same formula, charge and spin) = 1.33 kJ/mol

***

No. 8
Here is a structure of composition C4H6CaO7 at a distorted geometry from the OMol25 dataset. Energies are from ωB97M-V with the def2-TZVPD basis set.

XYZ file:
```
18
C4H6CaO7 ωB97M-V with the def2-TZVPD basis set
O 0.3545 -1.3064 0.8436
C 0.2225 0.0165 0.5356
C -0.5169 0.2020 -0.7828
O -1.6818 -0.6040 -0.7880
C -2.7235 -0.1703 -0.0816
O -2.6890 0.0691 1.1029
O -3.7376 0.0221 -0.8992
H 0.4027 -1.4582 1.7961
H -0.1460 0.6312 1.3625
H 0.1012 -0.1512 -1.6166
H -0.7767 1.2568 -0.9196
H -4.4535 0.4805 -0.4387
O 2.7723 -1.2740 -0.2311
C 2.7211 -0.0035 -0.0989
O 1.6214 0.6305 0.3236
O 3.6501 0.7558 -0.3863
Ca 2.9574 2.6004 0.2450
H 1.9218 -1.6975 0.0335
```

## Properties
HOMO energy = -16.89 eV
E = -37000.801 eV
LUMO = -9.5 eV
total charge = +2
energy relative to the best compared isomer or geometry (same formula, charge and spin) = 89.70 kJ/mol

***

No. 9
Here is a structure of composition C5H9O3Ru at a distorted geometry from the OMol25 dataset. Energies are from ωB97M-V with the def2-TZVPD basis set.

XYZ file:
```
18
C5H9O3Ru ωB97M-V with the def2-TZVPD basis set
H 1.1947 1.2192 0.3085
C -2.3957 -2.0637 -0.3246
O -1.1946 -1.5049 -0.7905
C -0.0550 -2.0739 -0.1960
C 1.1767 -1.4723 -0.7484
H -3.2217 -1.5612 -0.8414
H -2.4413 -3.1466 -0.5388
H -2.5097 -1.9156 0.7647
H -0.0566 -3.1742 -0.3391
H -0.0930 -1.9114 0.9060
H 1.1544 -1.0052 -1.7332
H 2.0980 -1.5260 -0.1684
O 1.4970 2.4941 1.9726
C 1.1780 2.2729 0.6775
C 0.8607 3.3002 -0.1485
O 0.8274 4.5770 0.3077
Ru 1.3875 4.3685 2.0896
H 0.5932 3.1232 -1.1976
```

## Properties
HOMO energy (spin up / spin down) = -10.91 / -12.30 eV
E = -14040.104 eV
LUMO (spin up / spin down) = -5.5 / -7.0 eV
total charge = +1
2S+1 = 7

***

No. 10
Here is a structure of composition C22H25MgN6O4S at a distorted geometry from the OMol25 dataset. Energies are from ωB97M-V with the def2-TZVPD basis set.

XYZ file:
```
59
C22H25MgN6O4S ωB97M-V with the def2-TZVPD basis set
Mg 0.0800 -0.6933 -0.1190
C -3.0008 -3.0543 1.8201
C -2.2561 -2.0644 0.9707
N -1.0139 -1.7047 1.2836
N -0.4729 -2.2088 2.4578
C 0.8435 -2.3701 2.6160
N 1.2078 -2.6288 3.9327
S 1.9748 -2.3393 1.3876
C -2.8409 -1.4940 -0.1519
C -4.0360 -1.8956 -0.8140
C -4.2605 -1.5845 -2.1133
C -3.1954 -0.9396 -2.8665
C -2.1337 -0.4160 -2.2565
N -2.1045 -0.4108 -0.8130
H -3.1272 -2.6731 2.8372
H -2.4383 -3.9882 1.8765
H -3.9901 -3.2623 1.4257
H -1.0502 -2.1963 3.2859
H 0.7187 -2.0884 4.6314
H 2.2092 -2.5892 4.0395
H -4.7538 -2.5063 -0.2789
H -5.1609 -1.9105 -2.6165
H -3.2250 -0.9352 -3.9494
H -1.2875 0.0239 -2.7633
C 0.5889 -3.4472 -3.3284
C 0.8090 -2.1689 -2.5566
O 0.1527 -2.0652 -1.4734
C 1.6975 -1.2188 -3.0484
C 2.0506 -0.0116 -2.3571
C 3.1852 0.8199 -2.8932
N 1.4289 0.3503 -1.2755
N 1.9109 1.5038 -0.6325
C 1.4698 1.5310 0.5977
O 0.7119 0.6492 1.1552
C 1.9257 2.6857 1.4377
C 2.5901 3.7812 0.8885
C 3.0180 4.8211 1.6998
C 2.7899 4.7814 3.0718
C 2.1193 3.6976 3.6220
C 1.6858 2.6582 2.8072
H 1.0722 -4.2705 -2.7955
H 0.9913 -3.3930 -4.3405
H -0.4810 -3.6584 -3.3633
H 2.2237 -1.4370 -3.9677
H 3.5669 0.3973 -3.8223
H 3.9876 0.8677 -2.1557
H 2.8556 1.8464 -3.0585
H 2.7655 3.7898 -0.1795
H 3.5323 5.6697 1.2633
H 3.1333 5.5905 3.7055
H 1.9307 3.6635 4.6888
H 1.1527 1.8061 3.2088
C -1.4069 3.0407 -0.2756
O -1.5066 1.7629 -0.9057
C -2.0688 0.8144 -0.1370
O -2.4404 0.9925 0.9933
H -1.0221 3.7098 -1.0391
H -0.7222 2.9993 0.5696
H -2.3840 3.3701 0.0738
```

## Properties
HOMO energy = -3.38 eV
E = -56634.946 eV
LUMO = 2.7 eV
total charge = -1
energy relative to the best compared isomer or geometry (same formula, charge and spin) = 0.00 kJ/mol

***

No. 11
Here is the molecule C4H5NO3 at a distorted geometry from the OMol25 dataset. Energies are from ωB97M-V with the def2-TZVPD basis set.

XYZ file:
```
13
C4H5NO3 ωB97M-V with the def2-TZVPD basis set
O 1.5769 -1.1229 -1.7326
N 0.6837 -1.4576 -0.6744
C 0.0169 -0.5660 -0.1776
O -0.8831 -0.9694 0.7085
C -1.0189 0.1793 1.4648
C -0.1664 1.3623 1.0776
O -0.6484 1.8438 -0.3445
C 0.2450 0.7744 -0.2893
H 2.2658 -1.9932 -1.5797
H -0.9498 0.0308 2.5214
H -2.1082 0.3217 1.4095
H -0.0417 2.3803 1.7383
H 1.2251 0.9515 -0.8725
```

## Properties
HOMO energy = -9.38 eV
E = -11855.332 eV
LUMO = 0.8 eV
total charge = 0
SMILES string = O/N=C1/OC[C@@H]2O[C@H]12
energy relative to the best compared isomer or geometry (same formula, charge and spin) = 643.45 kJ/mol

***

No. 12
Here is a cluster of 2 separate species, C6H16N4 in total at a distorted geometry from the OMol25 dataset. Energies are from ωB97M-V with the def2-TZVPD basis set.

XYZ file:
```
26
C6H16N4 ωB97M-V with the def2-TZVPD basis set
C -1.8388 0.1790 1.6497
C -0.6606 0.8243 0.9513
C -1.0977 1.8238 -0.0894
N 0.7913 -0.2280 0.6379
C 2.0234 0.4372 1.0406
N 0.6491 -1.4437 1.3502
H -2.5022 -0.3055 0.9371
H -2.3934 0.9069 2.2486
H -1.5389 -0.5648 2.3872
H -0.1343 1.4007 1.7158
H -0.2488 2.2447 -0.6233
H -1.5986 2.6602 0.4099
H -1.8490 1.3938 -0.7468
H 2.0177 0.6571 2.1147
H 2.8858 -0.2066 0.8368
H 2.1247 1.3465 0.4525
H 0.3206 -2.1908 0.7471
H 1.4394 -1.8304 1.8700
C -0.8669 -0.6839 -2.8343
N -0.1684 -0.6071 -1.5949
C 1.0387 -0.7382 -1.2724
N 2.0147 -1.4161 -1.6962
H -1.7485 -0.0431 -2.7455
H -1.2136 -1.7128 -2.9869
H -0.2475 -0.4025 -3.6931
H 2.8018 -1.5007 -1.0669
```

## Properties
HOMO energy = -7.50 eV
E = -12437.261 eV
LUMO = 0.8 eV
total charge = 0
SMILES string = CC(C)N(C)N.CN=C=N
energy relative to the best compared isomer or geometry (same formula, charge and spin) = 394.17 kJ/mol